Here is a 9-piece molecular cluster, H17O9 overall from OMol25. Energies are from ωB97M-V/def2-TZVPD.

```
! wB97M-V def2-TZVPD RIJCOSX def2/J DEFGRID3
* xyz -1 1
O 2.869 2.004 0.699
H -1.034 -0.573 1.853
H -0.003 1.549 3.589
O -0.237 -3.436 -1.532
H -0.095 -2.956 -0.743
O -1.157 1.328 0.034
H -0.609 0.923 0.942
H -1.061 2.316 0.160
O 0.907 -0.023 -1.121
H 0.281 -1.873 1.558
H 0.257 0.620 -0.687
O 0.509 0.779 4.048
H 2.227 1.294 1.018
H 1.055 -0.563 -0.446
O 0.522 -2.632 1.061
H -1.683 1.945 -1.656
H 0.825 -3.191 1.628
O -0.155 -0.337 1.864
H 0.603 0.156 3.112
H 0.662 -3.521 -1.984
O -1.093 0.006 -3.282
H -0.267 0.193 -2.860
H -1.370 -0.640 -2.589
O -2.281 2.248 -2.400
H -2.196 1.468 -3.074
H 2.526 2.914 0.810
*
```

Values from the calculation:
Kohn-Sham gap, eV: 9.5
ΔE to the lowest compared entry with this formula, charge and spin, kcal per mole: 56.0

Here is H18HeO9Xe as an isolated structure from OMol25. Energies are from ωB97M-V/def2-TZVPD.

```
! wB97M-V def2-TZVPD RIJCOSX def2/J DEFGRID3
* xyz 0 1
He 0.621 0.107 -0.318
Xe 2.790 0.428 -1.992
O -2.619 1.266 2.163
H -3.256 1.373 1.457
H -2.294 0.371 2.061
O 1.890 3.375 0.403
H 2.813 3.627 0.412
H 1.449 4.059 0.906
O 0.325 -2.569 0.260
H 0.558 -3.496 0.319
H 0.589 -2.311 -0.623
O -1.841 2.343 -0.654
H -1.316 1.613 -0.327
H -2.438 1.945 -1.288
O -1.935 -1.167 1.331
H -1.375 -1.599 0.686
H -1.870 -1.717 2.112
O 2.998 -2.047 1.319
H 3.065 -1.096 1.405
H 2.097 -2.199 1.032
O 1.888 0.916 2.034
H 1.144 0.893 2.636
H 1.819 1.766 1.599
O -2.789 0.464 -2.584
H -3.489 0.939 -3.032
H -2.023 0.578 -3.146
O 1.000 -2.242 -2.654
H 0.459 -2.846 -3.161
H 1.740 -2.773 -2.358
*
```

Values from the calculation:
Kohn-Sham gap, eV: 10.1
ΔE to the lowest compared entry with this formula, charge and spin, kcal per mole: 20.4

Here is a 8-piece molecular cluster, H18NO7 overall from OMol25. Energies are from ωB97M-V/def2-TZVPD.

```
! wB97M-V def2-TZVPD RIJCOSX def2/J DEFGRID3
* xyz 1 1
N -0.377 -0.726 -0.813
H -0.734 -0.622 -1.753
H 0.519 -0.265 -0.883
H -0.353 -1.707 -0.575
H -0.975 -0.256 -0.150
O -1.202 -0.791 -4.855
H -1.217 -0.239 -5.637
H -1.283 -1.684 -5.190
O -2.805 0.813 2.789
H -2.511 1.218 3.605
H -3.383 0.103 3.068
O -2.982 3.038 -0.754
H -3.076 2.765 0.159
H -3.784 2.735 -1.179
O 2.375 3.333 1.165
H 2.520 2.938 0.305
H 2.344 2.590 1.768
O 3.497 0.903 -2.075
H 3.658 1.402 -2.875
H 4.351 0.538 -1.843
O 2.332 -0.377 3.498
H 1.915 -0.663 4.311
H 3.112 -0.927 3.422
O -0.495 -4.502 1.201
H -1.354 -4.920 1.242
H -0.092 -4.696 2.047
*
```

Values from the calculation:
Kohn-Sham gap, eV: 10.0
ΔE to the lowest compared entry with this formula, charge and spin, kcal per mole: 71.1

Question: Kohn-Sham gap of number 2 (H18HeO9Xe)?
Answer: 10.1 eV

Copy entry 2 word for word.
Here is H18HeO9Xe as an isolated structure from OMol25. Energies are from ωB97M-V/def2-TZVPD.

```
! wB97M-V def2-TZVPD RIJCOSX def2/J DEFGRID3
* xyz 0 1
He 0.621 0.107 -0.318
Xe 2.790 0.428 -1.992
O -2.619 1.266 2.163
H -3.256 1.373 1.457
H -2.294 0.371 2.061
O 1.890 3.375 0.403
H 2.813 3.627 0.412
H 1.449 4.059 0.906
O 0.325 -2.569 0.260
H 0.558 -3.496 0.319
H 0.589 -2.311 -0.623
O -1.841 2.343 -0.654
H -1.316 1.613 -0.327
H -2.438 1.945 -1.288
O -1.935 -1.167 1.331
H -1.375 -1.599 0.686
H -1.870 -1.717 2.112
O 2.998 -2.047 1.319
H 3.065 -1.096 1.405
H 2.097 -2.199 1.032
O 1.888 0.916 2.034
H 1.144 0.893 2.636
H 1.819 1.766 1.599
O -2.789 0.464 -2.584
H -3.489 0.939 -3.032
H -2.023 0.578 -3.146
O 1.000 -2.242 -2.654
H 0.459 -2.846 -3.161
H 1.740 -2.773 -2.358
*
```

Values from the calculation:
Kohn-Sham gap, eV: 10.1
ΔE to the lowest compared entry with this formula, charge and spin, kcal per mole: 20.4

Question: The highest Kohn-Sham gap belongs to which entry?
Answer: H18HeO9Xe

Question: What is the Kohn-Sham gap in the first record?
Answer: 9.5 eV